A structure of composition C20H32ClIIrNOP2S at a distorted geometry. Source: the OMol25 dataset; level of theory: the ωB97M-V functional and the def2-TZVPD basis.

## Properties
Relative energy (zero: lowest compared OMol25 entry of this formula, charge and spin), kJ/mol: 8.1
Total charge: +3
E_LUMO (spin up / spin down), eV: -9.03 / -13.36
Frontier orbital gap (spin up / spin down), eV: 6.84 / 3.50
Spin multiplicity: 6

Last column: Mulliken charge in e.
Cartesian coordinates (Å):
C: -0.4899 -5.6194 -5.0869  -0.95
C: 0.2961 -4.8327 -4.0605  0.59
H: 0.1733 -6.4014 -5.4769  0.34
H: -0.8040 -4.9896 -5.9277  0.36
H: -1.3649 -6.1074 -4.6410  0.36
O: 1.4416 -5.0159 -3.7134  -0.17
I: -0.6944 -3.1691 -3.0604  0.49
Ir: -0.5043 0.2429 -0.0442  0.83
P: -0.8377 -1.4935 1.3317  0.61
C: 0.2145 -1.7176 2.7988  -0.86
C: -2.4577 -1.0549 2.0820  -1.17
H: -2.7989 -1.8987 2.6849  0.46
H: -1.5083 -3.8044 1.4405  0.45
H: -3.1727 -0.8541 1.2800  0.44
H: -1.6494 -3.1521 -0.2290  0.15
H: 0.3461 -0.7730 3.3383  0.14
H: -2.3645 -0.1699 2.7198  0.23
C: -1.0366 -3.1686 0.6791  -1.06
H: -0.2496 -2.4480 3.4741  0.47
H: -0.0471 -3.5661 0.4298  0.37
H: 1.1899 -2.0986 2.4797  0.39
P: 0.5457 1.1646 -1.8084  0.66
C: 2.1207 2.0108 -1.4675  -0.98
C: 0.7543 0.2806 -3.3749  -1.03
H: -1.5879 2.1946 -2.3309  0.43
H: -0.2320 3.0150 -3.1675  0.46
H: -0.5352 3.3348 -1.4474  0.34
C: -0.5655 2.5689 -2.2282  -1.35
H: -0.1554 -0.2853 -3.6087  0.12
H: 0.9626 1.0010 -4.1775  0.45
H: 2.3566 2.7065 -2.2829  0.43
H: 2.9181 1.2639 -1.3895  0.39
H: 1.5886 -0.4222 -3.2786  0.37
H: 2.0570 2.5709 -0.5268  0.17
Cl: -2.4796 -0.1039 -1.1987  -0.41
N: -0.5758 1.7238 1.1366  -0.15
S: -0.2810 1.8559 2.8873  0.21
C: 1.3938 2.4923 3.1168  0.94
C: 1.8366 3.6269 2.4369  -0.46
C: 3.1681 4.0377 2.5434  -0.72
C: 4.0358 3.3742 3.4189  -0.45
C: 3.5937 2.2545 4.1322  -0.68
C: 2.2787 1.8131 3.9920  -0.24
C: -1.3620 3.2459 3.2647  0.75
C: -2.0111 3.2246 4.5222  -0.37
C: -2.8146 4.2975 4.9059  -0.76
C: -2.9938 5.3761 4.0258  -0.41
C: -2.3973 5.3757 2.7619  -1.02
C: -1.5744 4.3089 2.3833  -0.09
H: -0.9078 2.6255 0.7882  0.08
H: 1.1346 4.1891 1.8226  0.38
H: 3.5237 4.8590 1.9317  0.45
H: 5.0584 3.7126 3.5257  0.43
H: 4.2861 1.7039 4.7814  0.42
H: 1.9183 0.9426 4.5484  0.37
H: -1.8604 2.3663 5.1778  0.41
H: -3.3033 4.2838 5.8863  0.41
H: -3.6169 6.2124 4.3214  0.43
H: -2.5562 6.1845 2.0547  0.42
H: -1.1022 4.3577 1.4057  0.16

---

A structure of composition C20H32F6GeN3NiO5. Source: the OMol25 dataset; level of theory: the ωB97M-V functional and the def2-TZVPD basis.

## Properties
Relative energy (zero: lowest compared OMol25 entry of this formula, charge and spin), kJ/mol: 0.0
E_LUMO (spin up / spin down), eV: 0.39 / -2.72
Frontier orbital gap (spin up / spin down), eV: 9.02 / 5.94
Spin multiplicity: 4

Last column: Mulliken charge in e.
Cartesian coordinates (Å):
Ni: 0.5540 0.3626 0.3433  0.77
C: 0.1316 -2.8996 -1.2267  -1.32
C: -0.0233 -1.6687 -2.1072  1.54
C: -1.0015 -1.9112 -3.2444  -1.96
C: 1.3209 -1.2094 -2.6409  -1.84
O: -0.5449 -0.5578 -1.3024  0.54
Ge: -2.0747 -0.7327 -0.3347  -0.13
O: -2.8383 0.8590 -0.3239  -0.40
C: -3.1242 1.7160 -1.4544  1.85
C: -1.8479 2.4511 -1.8420  -1.38
C: -4.1775 2.6893 -0.9491  -1.89
C: -3.6634 0.8893 -2.6141  -1.59
O: -1.1559 -0.6736 1.2023  0.22
C: -1.5489 -1.2808 2.4654  1.82
C: -0.7695 -0.5717 3.5577  -1.55
C: -3.0450 -1.0818 2.6460  -1.85
C: -1.1718 -2.7524 2.3928  -1.49
H: 0.5710 -3.7188 -1.7976  0.59
H: 0.7788 -2.6723 -0.3794  0.00
H: -0.8420 -3.2456 -0.8602  0.29
H: -0.6404 -2.7232 -3.8766  0.50
H: -1.9877 -2.2001 -2.8667  0.35
H: -1.1063 -1.0157 -3.8585  0.36
H: 1.7398 -1.9848 -3.2834  0.58
H: 1.2048 -0.2916 -3.2177  0.34
H: 2.0101 -1.0249 -1.8202  0.17
H: -1.4648 3.0067 -0.9831  0.29
H: -1.0802 1.7517 -2.1732  0.05
H: -2.0461 3.1595 -2.6478  0.60
H: -3.7982 3.2336 -0.0845  0.40
H: -4.4359 3.4078 -1.7281  0.40
H: -5.0791 2.1519 -0.6535  0.42
H: -2.9034 0.2001 -2.9898  0.19
H: -4.5424 0.3214 -2.3051  0.35
H: -3.9492 1.5415 -3.4410  0.49
H: -1.0543 0.4765 3.6172  0.36
H: -0.9691 -1.0548 4.5151  0.51
H: 0.2978 -0.6369 3.3541  0.06
H: -3.2956 -0.0215 2.5988  0.35
H: -3.6097 -1.6129 1.8715  0.39
H: -3.3645 -1.4769 3.6108  0.47
H: -0.1019 -2.8525 2.2072  0.15
H: -1.4170 -3.2565 3.3289  0.48
H: -1.7185 -3.2511 1.5872  0.30
N: 2.6318 3.2396 -1.8591  -0.42
C: 1.9003 2.6923 -0.8709  1.12
O: 1.4616 1.5175 -1.0201  -0.52
C: 1.6270 3.4576 0.3032  -0.04
C: 0.8463 2.7570 1.2185  0.47
N: 0.2111 1.9895 1.8209  -0.76
C: 2.1251 4.7635 0.4947  -0.37
N: 2.5756 5.8226 0.5720  -0.56
H: 2.9350 2.6382 -2.6045  0.25
H: 3.0706 4.1359 -1.7353  0.21
C: 3.2895 0.4021 2.1353  -2.12
C: 3.0375 -0.8927 1.3611  0.80
O: 1.7913 -0.9973 0.8077  0.87
C: 4.1035 -0.9993 0.2409  0.22
F: 5.3653 -0.9363 0.6965  -0.30
F: 3.9526 0.0225 -0.6246  -0.16
F: 3.9912 -2.1308 -0.4696  -0.27
C: 3.1890 -2.0900 2.3291  0.40
F: 2.9014 -3.2595 1.7441  -0.25
F: 2.3367 -1.9491 3.3637  -0.27
F: 4.4228 -2.1945 2.8529  -0.27
H: 3.2546 1.2437 1.4430  0.38
H: 4.2600 0.3999 2.6301  0.51
H: 2.5049 0.5295 2.8786  0.29

---

A structure of composition C20H32N3NiOS. Source: the OMol25 dataset; level of theory: the ωB97M-V functional and the def2-TZVPD basis.

## Properties
Relative energy (zero: lowest compared OMol25 entry of this formula, charge and spin), kJ/mol: 91.1
Total charge: +1
E_LUMO (spin up / spin down), eV: -2.45 / -3.30
Frontier orbital gap (spin up / spin down), eV: 7.72 / 6.85
Spin multiplicity: 3

Last column: Mulliken charge in e.
Cartesian coordinates (Å):
Ni: 0.2312 0.2295 0.2599  -0.86
N: -0.3913 0.1450 2.2626  -0.21
C: -0.4983 1.5207 2.7938  -0.54
C: 0.4734 2.4460 2.0759  -0.15
N: 0.3145 2.2802 0.6147  -0.21
H: -1.2589 -0.3708 2.3819  0.11
H: 0.3250 -0.3863 2.7490  0.31
H: -0.3095 1.5577 3.8682  0.46
H: -1.5269 1.8558 2.6459  0.22
H: 1.5009 2.1795 2.3232  0.09
H: 0.3117 3.4786 2.3919  0.47
H: 1.1080 2.6803 0.1202  0.24
H: -0.5109 2.7794 0.2953  0.31
C: 3.1481 -3.4449 -2.4577  -0.55
C: 4.1118 -2.6982 -1.7959  -0.77
C: 3.7577 -1.6168 -1.0050  -0.27
C: 2.4171 -1.2467 -0.8768  0.99
C: 1.4537 -2.0042 -1.5459  -0.39
C: 1.8109 -3.0935 -2.3195  -0.79
N: 1.9994 -0.1767 -0.0738  0.19
C: 3.0095 0.6693 0.4470  -0.77
C: 3.5961 1.6542 -0.3482  0.41
C: 4.5312 2.5225 0.1951  -0.72
C: 4.9014 2.4109 1.5292  -0.54
C: 4.3398 1.4171 2.3178  -0.70
C: 3.3969 0.5507 1.7799  0.06
H: 3.4308 -4.2899 -3.0691  0.40
H: 5.1567 -2.9643 -1.8852  0.38
H: 4.5265 -1.0625 -0.4842  0.44
H: 0.3990 -1.7485 -1.4524  0.11
H: 1.0406 -3.6674 -2.8181  0.42
H: 3.3146 1.7231 -1.3920  0.49
H: 4.9790 3.2853 -0.4279  0.42
H: 5.6359 3.0858 1.9466  0.43
H: 4.6433 1.3087 3.3507  0.44
H: 2.9804 -0.2473 2.3826  0.48
C: -3.8735 -2.1625 -2.5894  -1.26
C: -3.6317 -0.6681 -2.7583  -0.36
C: -2.2418 -0.2146 -2.3176  -0.68
S: -1.9290 -0.1575 -0.5458  0.84
O: -2.0475 -1.5103 0.0544  -0.66
C: -3.2917 0.8794 0.0500  -0.87
C: -4.4683 0.0602 0.5881  -0.31
C: -4.2944 -0.3295 2.0489  -1.21
H: -4.8981 -2.4142 -2.8572  0.35
H: -3.6906 -2.4893 -1.5673  0.28
H: -3.2112 -2.7332 -3.2408  0.41
H: -4.3991 -0.0867 -2.2412  0.23
H: -3.7211 -0.3947 -3.8127  0.42
H: -1.9914 0.7866 -2.6780  0.44
H: -1.4665 -0.8921 -2.6851  0.49
H: -3.5788 1.5322 -0.7753  0.59
H: -2.8679 1.5061 0.8363  0.33
H: -4.6027 -0.8376 -0.0170  0.15
H: -5.3691 0.6634 0.4594  0.46
H: -3.4921 -1.0593 2.1623  0.23
H: -5.2037 -0.7847 2.4378  0.41
H: -4.0790 0.5441 2.6689  0.30